[1]
The following is a DFT calculation (ωB97M-V/def2-TZVPD) of an isolated molecule of C4H4N2O at a distorted geometry.

Positions of all 11 atoms, in Å:
C1 0.599 -1.459 0.582
C2 0.329 0.817 -0.742
C3 -1.049 0.693 -1.260
N1 1.090 -1.999 -0.316
H1 -1.134 -0.489 1.278
H2 0.899 -0.038 -1.151
H3 0.798 1.745 -1.066
N2 -2.118 0.511 -1.659
C4 -0.045 -0.350 1.310
O1 0.362 0.844 0.670
H4 0.269 -0.275 2.354

- SMILES = N#CCOCC#N
- LUMO energy (eV) = 0.616
- HOMO (eV) = -11.78

Atomic partial charges in e from the natural (NBO) method, atoms 1 to 6:
1. C 0.249
2. C -0.188
3. C 0.235
4. N -0.305
5. H 0.225
6. H 0.245

[2]
The following is a DFT calculation (ωB97M-V/def2-TZVPD) of an isolated molecule of C4H4N2O at a distorted geometry.

Positions of all 11 atoms, in Å:
C1 0.797 1.003 0.662
C2 -0.730 -0.675 -0.787
N1 -0.016 1.603 -0.109
C3 -0.807 0.794 -0.963
N2 0.927 -0.355 0.884
O1 -1.482 1.311 -1.826
C4 0.101 -1.208 0.118
H1 0.872 -0.449 1.881
H2 1.466 1.549 1.324
H3 -1.363 -1.283 -1.424
H4 0.231 -2.286 0.239

- SMILES = O=c1cc[nH]cn1
- LUMO energy (eV) = 0.512
- HOMO (eV) = -9.68

Atomic partial charges in e from the natural (NBO) method, atoms 1 to 6:
1. C 0.304
2. C -0.332
3. N -0.483
4. C 0.596
5. N -0.600
6. O -0.543

[3]
The following is a DFT calculation (ωB97M-V/def2-TZVPD) of a structure of composition C4H4N2O.

Positions of all 11 atoms, in Å:
O1 -0.118 1.894 -0.035
C1 -1.378 -0.116 -0.014
H1 -2.135 1.949 -0.057
C2 1.608 -0.682 0.030
N1 -0.301 -0.807 0.010
C3 -1.208 1.343 -0.038
H2 -2.373 -0.570 -0.017
H3 2.147 1.215 0.003
C4 0.670 -1.685 0.037
H4 0.700 -2.771 0.058
N2 2.388 0.231 0.023

- LUMO energy (eV) = 0.141
- HOMO (eV) = -8.33

Atomic partial charges in e from the natural (NBO) method, atoms 1 to 6:
1. O -0.588
2. C -0.166
3. H 0.112
4. C 0.584
5. N -0.270
6. C 0.379

[4]
The following is a DFT calculation (ωB97M-V/def2-TZVPD) of an isolated molecule of C4H4N2O at a distorted geometry.

Positions of all 11 atoms, in Å:
N1 0.573 -0.919 0.105
C1 0.233 1.219 -0.253
C2 -0.420 0.025 -0.057
H1 0.382 -1.913 0.200
N2 1.568 1.036 -0.262
O1 -2.290 -1.400 0.066
H2 -2.483 0.625 -0.013
H3 -0.163 2.219 -0.289
C3 -1.837 -0.273 -0.001
C4 1.750 -0.237 0.002
H4 2.687 -0.381 0.502

- SMILES = O=Cc1cnc[nH]1
- LUMO energy (eV) = 0.166
- HOMO (eV) = -9.44

Atomic partial charges in e from the natural (NBO) method, atoms 1 to 6:
1. N -0.500
2. C -0.023
3. C -0.062
4. H 0.442
5. N -0.448
6. O -0.540

[5]
The following is a DFT calculation (ωB97M-V/def2-TZVPD) of a cluster of 3 separate species, C4H4N2O in total at a distorted geometry.

Positions of all 11 atoms, in Å:
N1 2.515 0.734 0.480
H1 -0.083 0.436 -1.493
C1 1.713 0.035 0.020
C2 -1.239 -0.193 0.350
N2 -0.560 1.739 1.940
H2 -2.244 -0.579 0.481
O1 -0.403 -1.126 -0.077
H3 1.179 -1.700 -1.153
H4 -0.829 0.642 -1.168
C3 0.779 -0.854 -0.604
C4 -0.826 0.866 1.224

- LUMO energy (eV) = -1.396
- HOMO (eV) = -9.48

Atomic partial charges in e from the natural (NBO) method, atoms 1 to 6:
1. N -0.239
2. H 0.023
3. C 0.167
4. C -0.017
5. N -0.239
6. H 0.237

[6]
The following is a DFT calculation (ωB97M-V/def2-TZVPD) of an isolated molecule of C4H4N2O at a distorted geometry.

Positions of all 11 atoms, in Å:
H1 -2.005 -1.567 0.069
C1 -1.704 -0.461 0.031
H2 -0.068 1.908 -0.052
C2 1.787 0.746 -0.004
O1 -2.487 0.422 -0.021
C3 -0.205 -0.164 -0.002
H3 2.621 -1.337 -0.177
H4 2.560 1.430 0.247
N1 0.527 -1.214 0.014
C4 1.816 -0.582 -0.009
N2 0.420 1.064 -0.016

- SMILES = O=Cc1ncc[nH]1
- LUMO energy (eV) = 0.584
- HOMO (eV) = -9.56

Atomic partial charges in e from the natural (NBO) method, atoms 1 to 6:
1. H 0.144
2. C 0.413
3. H 0.430
4. C -0.096
5. O -0.516
6. C 0.225

What did the fifth record say?
The following is a DFT calculation (ωB97M-V/def2-TZVPD) of a cluster of 3 separate species, C4H4N2O in total at a distorted geometry.

Positions of all 11 atoms, in Å:
N1 2.515 0.734 0.480
H1 -0.083 0.436 -1.493
C1 1.713 0.035 0.020
C2 -1.239 -0.193 0.350
N2 -0.560 1.739 1.940
H2 -2.244 -0.579 0.481
O1 -0.403 -1.126 -0.077
H3 1.179 -1.700 -1.153
H4 -0.829 0.642 -1.168
C3 0.779 -0.854 -0.604
C4 -0.826 0.866 1.224

- LUMO energy (eV) = -1.396
- HOMO (eV) = -9.48

Atomic partial charges in e from the natural (NBO) method, atoms 1 to 6:
1. N -0.239
2. H 0.023
3. C 0.167
4. C -0.017
5. N -0.239
6. H 0.237